11 unconnected molecules or ions with the total composition C51H129IN7O17, computed with ωB97M-V/def2-TZVPD.

Last column: Löwdin charge in e.
Element x y z (Å)
I: -0.001 -0.749 0.348  0.34
C: 6.081 2.433 0.967  -0.09
O: 4.955 2.103 1.789  -0.24
C: 5.321 1.952 3.128  -0.26
C: 4.321 1.117 3.841  -0.23
N: 4.340 -0.313 3.441  -0.02
C: 3.635 -0.463 2.122  -0.19
C: 3.142 -1.902 1.974  -0.28
O: 2.199 -2.238 2.949  -0.22
C: 1.695 -3.566 2.732  -0.09
H: 6.833 1.612 0.901  0.09
H: 6.496 3.406 1.289  0.10
H: 5.656 2.510 -0.059  0.08
H: 5.418 2.980 3.597  0.13
H: 6.395 1.580 3.231  0.14
H: 3.348 1.564 3.602  0.09
H: 4.458 1.146 4.937  0.13
H: 3.623 -0.722 4.114  0.12
H: 4.355 -0.273 1.318  0.08
H: 2.814 0.248 2.002  0.08
H: 3.959 -2.601 2.002  0.10
H: 2.683 -1.919 0.987  0.04
H: 1.068 -3.619 1.828  0.07
H: 1.036 -3.796 3.608  0.09
H: 2.484 -4.319 2.729  0.08
C: -1.447 -2.789 5.519  -0.10
O: -1.375 -3.427 4.268  -0.20
C: -2.263 -2.878 3.337  -0.24
C: -2.067 -3.441 1.970  -0.25
N: -2.147 -4.895 1.953  -0.06
C: -2.100 -5.465 0.602  -0.18
C: -2.141 -6.999 0.783  -0.22
O: -0.927 -7.554 1.294  -0.18
C: -1.012 -8.920 1.559  -0.13
H: -0.769 -3.205 6.205  0.07
H: -2.491 -2.844 5.870  0.09
H: -1.089 -1.722 5.384  0.09
H: -2.073 -1.816 3.293  0.09
H: -3.262 -3.211 3.589  0.12
H: -1.154 -3.077 1.489  0.00
H: -2.939 -3.123 1.333  0.12
H: -1.394 -5.285 2.530  0.11
H: -1.221 -5.135 0.029  0.12
H: -3.068 -5.197 0.086  0.13
H: -2.394 -7.620 -0.031  0.09
H: -2.968 -7.219 1.405  0.10
H: -1.703 -9.062 2.368  0.08
H: -0.065 -9.231 1.998  0.09
H: -1.131 -9.546 0.710  0.07
C: 2.551 2.053 -0.398  -0.14
O: 2.811 3.020 -1.381  -0.19
C: 3.288 4.279 -0.877  -0.20
C: 3.435 5.273 -2.000  -0.22
N: 3.883 6.480 -1.364  -0.06
C: 4.258 7.460 -2.347  -0.21
C: 5.314 6.917 -3.312  -0.22
O: 6.324 6.412 -2.458  -0.21
C: 7.597 6.189 -3.012  -0.11
H: 1.564 2.284 0.145  0.08
H: 3.326 1.922 0.387  0.07
H: 2.244 1.139 -0.887  0.02
H: 4.188 4.154 -0.283  0.11
H: 2.531 4.756 -0.246  0.11
H: 2.373 5.315 -2.396  0.15
H: 4.113 4.921 -2.761  0.10
H: 4.730 6.243 -0.818  0.12
H: 4.645 8.309 -1.856  0.10
H: 3.387 7.782 -2.929  0.12
H: 5.635 7.757 -3.950  0.13
H: 4.926 6.106 -3.918  0.10
H: 8.360 5.816 -2.295  0.09
H: 8.031 7.096 -3.423  0.08
H: 7.487 5.368 -3.779  0.10
C: 0.526 0.459 4.084  -0.13
O: -0.483 1.385 4.285  -0.19
C: -1.418 1.426 3.254  -0.28
C: -2.617 2.244 3.630  -0.21
N: -3.368 1.922 4.855  -0.03
C: -3.909 0.530 4.866  -0.19
C: -5.078 0.431 5.801  -0.23
O: -4.685 0.347 7.186  -0.20
C: -5.715 -0.039 8.064  -0.14
H: 1.145 0.504 4.987  0.10
H: 1.025 0.739 3.201  0.03
H: 0.137 -0.551 3.936  0.07
H: -1.724 0.407 2.921  0.08
H: -0.963 1.913 2.339  0.09
H: -3.219 2.165 2.702  0.11
H: -2.351 3.297 3.628  0.11
H: -2.750 1.990 5.627  0.09
H: -3.154 -0.215 5.045  0.10
H: -4.471 0.454 3.914  0.12
H: -5.677 -0.423 5.485  0.12
H: -5.640 1.357 5.670  0.12
H: -5.223 0.021 9.069  0.10
H: -6.099 -1.014 7.808  0.07
H: -6.648 0.616 7.997  0.10
C: 6.626 -2.817 0.781  -0.10
O: 5.767 -2.339 -0.239  -0.21
C: 6.025 -1.039 -0.687  -0.25
C: 5.105 -0.739 -1.878  -0.18
N: 3.722 -1.015 -1.556  -0.04
C: 2.851 -1.666 -2.513  -0.20
C: 2.844 -3.199 -2.417  -0.22
O: 1.907 -3.722 -3.350  -0.20
C: 1.557 -5.086 -3.096  -0.08
H: 6.636 -2.115 1.604  0.08
H: 7.624 -2.878 0.347  0.08
H: 6.235 -3.815 1.006  0.10
H: 7.125 -0.986 -0.853  0.13
H: 5.852 -0.323 0.125  0.08
H: 5.494 -1.447 -2.581  0.11
H: 5.273 0.317 -2.215  0.12
H: 3.265 -0.446 -0.877  0.05
H: 3.156 -1.427 -3.574  0.11
H: 1.806 -1.286 -2.337  0.08
H: 2.583 -3.517 -1.399  0.11
H: 3.796 -3.701 -2.590  0.12
H: 1.755 -5.326 -2.096  0.06
H: 2.179 -5.746 -3.727  0.09
H: 0.479 -5.227 -3.223  0.08
C: -0.862 -1.433 -4.317  -0.10
O: -2.235 -1.769 -4.556  -0.19
C: -3.046 -1.410 -3.409  -0.22
C: -2.666 -2.134 -2.175  -0.18
N: -2.397 -3.616 -2.477  -0.02
C: -3.362 -4.315 -3.285  -0.22
C: -2.748 -5.105 -4.482  -0.19
O: -2.017 -6.289 -4.298  -0.18
C: -2.567 -7.220 -3.472  -0.15
H: -0.486 -1.648 -3.307  0.07
H: -0.685 -0.409 -4.440  0.06
H: -0.135 -1.972 -4.908  0.08
H: -4.016 -1.641 -3.794  0.10
H: -2.935 -0.298 -3.239  0.13
H: -3.541 -2.008 -1.423  0.13
H: -1.805 -1.776 -1.620  -0.01
H: -1.542 -3.667 -2.910  0.04
H: -4.032 -3.622 -3.798  0.10
H: -3.975 -4.940 -2.626  0.10
H: -2.086 -4.338 -4.907  0.12
H: -3.523 -5.288 -5.256  0.12
H: -3.013 -6.812 -2.522  0.08
H: -1.780 -7.870 -3.160  0.08
H: -3.399 -7.759 -3.994  0.10
C: -10.641 -0.610 -1.916  -0.09
O: -9.304 -0.248 -2.255  -0.19
C: -9.209 1.124 -2.556  -0.28
C: -7.817 1.426 -2.863  -0.27
N: -6.956 1.527 -1.741  -0.05
C: -5.497 1.565 -1.999  -0.17
C: -4.765 1.207 -0.727  -0.24
O: -5.020 -0.161 -0.436  -0.22
C: -4.187 -0.573 0.686  -0.08
H: -10.765 -0.644 -0.831  0.10
H: -10.708 -1.601 -2.259  0.06
H: -11.241 -0.017 -2.586  0.08
H: -9.569 1.656 -1.692  0.12
H: -9.887 1.415 -3.388  0.13
H: -7.852 2.316 -3.460  0.11
H: -7.454 0.588 -3.589  0.15
H: -7.085 0.712 -1.168  0.10
H: -5.105 2.536 -2.343  0.12
H: -5.253 0.749 -2.726  0.12
H: -5.137 1.796 0.158  0.13
H: -3.693 1.350 -0.765  0.09
H: -4.773 -1.381 1.171  0.10
H: -4.071 0.215 1.410  0.06
H: -3.236 -0.925 0.281  0.03
C: -1.438 3.713 -2.663  -0.05
C: -0.922 2.701 -1.647  -0.49
C: -1.207 3.243 -0.213  -0.04
O: -1.570 1.470 -1.834  -0.12
H: -1.241 3.423 -3.687  0.07
H: -0.847 4.634 -2.442  0.09
H: -2.469 3.986 -2.480  0.07
H: 0.102 2.487 -1.818  0.09
H: -0.711 2.529 0.452  0.02
H: -2.273 3.091 -0.007  0.07
H: -0.910 4.248 0.013  0.07
H: -1.173 0.830 -1.251  -0.11
C: 1.215 5.122 4.697  -0.06
C: 2.285 4.432 3.841  -0.42
C: 1.731 3.885 2.500  -0.04
O: 3.469 5.324 3.695  -0.08
H: 0.754 5.947 4.179  0.07
H: 1.643 5.589 5.546  0.06
H: 0.367 4.503 4.997  0.08
H: 2.681 3.598 4.447  0.12
H: 2.451 3.300 1.900  0.05
H: 1.367 4.807 1.903  0.11
H: 0.837 3.285 2.713  0.06
H: 3.182 6.166 3.334  0.07
C: 1.658 1.936 -4.206  -0.06
C: 3.083 2.093 -4.737  -0.39
C: 3.524 0.846 -5.512  -0.06
O: 2.953 3.262 -5.735  -0.11
H: 0.914 2.143 -5.007  0.09
H: 1.392 2.776 -3.556  0.06
H: 1.557 0.961 -3.740  0.08
H: 3.738 2.283 -3.897  0.11
H: 4.338 1.109 -6.180  0.07
H: 2.623 0.499 -6.109  0.11
H: 3.875 0.042 -4.929  0.03
H: 3.687 3.071 -6.366  0.07

As for the total energy: -108308.6100 eV. The charge is -1. The calculation puts the highest occupied orbital energy at -5.193 eV. Its spin multiplicity is 1. For the HOMO-LUMO gap, the calculation gives 7.2 eV.